86
Properties=species:S:1:pos:R:3:forces:R:3 method="wB97M-V/def2-TZVPD" homo_energy_ev="-12.88 / -12.88" s_squared=0.77 relative_energy_kj_mol=143.5 homo_lumo_gap_ev="5.6510 / 5.6452" e_tot_ha=-2664.70024 spin_multiplicity=2 total_charge=+2
Ti -0.2394 -0.4950 -1.4181 2.335 -2.538 0.150
N 4.3822 0.3621 -2.8581 -0.119 -0.230 -0.070
C 3.2402 -0.3056 -2.7174 0.337 -0.380 -0.196
N 2.1425 0.1690 -2.1949 -0.597 0.653 0.411
C 2.1672 1.5097 -1.7885 -0.573 -0.339 -0.269
N 1.0750 2.1214 -1.4554 0.461 1.122 0.170
N -0.0779 1.4263 -1.5701 -1.567 3.484 -1.065
C -1.1725 2.1272 -1.8153 2.380 -0.195 0.413
C -2.2544 1.3607 -2.3051 -1.682 -1.036 -0.751
C -3.5058 1.8990 -2.6532 1.206 0.038 0.512
C -4.3952 1.1235 -3.3536 0.050 -0.956 -0.292
C -4.0107 -0.1765 -3.7080 -0.385 0.756 0.063
C -2.8016 -0.6767 -3.2720 0.485 -0.205 0.134
N -1.9303 0.0476 -2.5503 -1.163 1.089 -0.284
C 3.4020 2.2634 -1.8127 0.427 -0.136 -0.131
C 3.5036 3.5767 -1.3467 0.166 0.019 -0.043
C 4.6957 4.2596 -1.4706 -0.130 -0.018 0.054
C 5.7964 3.6598 -2.0798 -0.080 -0.223 -0.110
C 5.7163 2.3627 -2.5475 -0.032 -0.064 0.032
C 4.5254 1.6650 -2.4029 -0.356 0.579 0.319
H 5.1768 -0.0742 -3.3104 -0.199 -0.113 0.060
H 3.2585 -1.3254 -3.0797 -0.080 -0.042 0.028
H -1.1649 3.2109 -1.8077 0.074 0.014 0.036
H -3.7253 2.9179 -2.3766 -0.050 0.145 -0.044
H -5.3584 1.5103 -3.6431 -0.114 0.042 -0.057
H -4.6592 -0.7876 -4.3144 -0.020 -0.124 -0.032
H -2.5083 -1.6941 -3.5185 0.000 0.107 0.198
H 2.6372 4.0459 -0.9120 -0.097 0.049 0.078
H 4.7792 5.2706 -1.1064 -0.032 0.116 0.026
H 6.7125 4.2139 -2.2087 0.103 0.042 0.047
H 6.5570 1.8832 -3.0234 0.179 -0.002 -0.061
C 2.6194 -0.2633 1.4365 -0.246 -0.083 -0.104
C 1.6225 0.6631 2.1221 -0.662 -0.238 -0.191
C 1.8317 0.6802 3.6256 -0.118 -0.143 -0.011
C 1.7472 2.0875 1.6026 -0.286 -0.108 -0.078
Sb -0.4300 -0.1761 1.4751 0.005 0.269 1.013
C -0.6958 -2.1663 2.6385 0.169 0.605 -0.442
C -2.1646 -2.3836 2.9412 0.048 0.189 -0.177
C -0.1601 -3.2339 1.7007 0.008 0.151 -0.145
C 0.0828 -2.1258 3.9373 0.061 0.205 -0.080
C -2.0322 1.3189 2.1878 0.567 -0.617 -0.313
C -3.4146 0.7431 1.9367 0.132 -0.139 -0.056
C -1.8161 1.5788 3.6649 0.130 -0.060 -0.087
C -1.8697 2.5790 1.3566 0.183 -0.097 0.009
H 3.6346 0.1059 1.5863 0.134 0.084 -0.001
H 2.4302 -0.3258 0.3542 0.162 -0.022 0.185
H 2.5751 -1.2687 1.8575 0.006 -0.076 -0.074
H 2.7330 1.2524 3.8433 0.153 0.099 0.008
H 1.9707 -0.3101 4.0416 -0.011 -0.051 0.077
H 1.0058 1.1675 4.1377 0.018 0.018 0.118
H 2.7938 2.3939 1.6377 0.161 0.004 0.077
H 1.1874 2.7751 2.2323 -0.052 0.116 0.042
H 1.4064 2.1930 0.5754 0.046 0.133 0.234
H -2.7699 -2.3627 2.0395 -0.128 0.055 0.020
H -2.5299 -1.6502 3.6562 -0.129 0.038 0.034
H -2.2856 -3.3660 3.3951 0.023 -0.179 0.073
H -0.8269 -3.3704 0.8523 0.075 -0.086 -0.077
H -0.0942 -4.1838 2.2272 -0.009 -0.168 0.155
H 0.8419 -2.9947 1.3321 -0.006 -0.058 0.013
H -0.1621 -1.2426 4.5242 0.088 0.020 0.119
H 1.1557 -2.1748 3.7702 0.081 0.056 0.029
H -0.1898 -2.9967 4.5323 -0.053 -0.165 0.040
H -3.6233 -0.1160 2.5667 -0.062 -0.111 -0.054
H -3.5529 0.4727 0.8889 -0.087 -0.009 0.039
H -4.1565 1.5055 2.1722 -0.102 0.148 0.063
H -1.8128 0.6505 4.2337 0.018 -0.023 0.129
H -2.6291 2.1955 4.0451 -0.138 0.120 0.066
H -0.8862 2.1130 3.8436 0.078 0.030 0.085
H -2.1249 2.3773 0.3142 -0.038 0.087 0.080
H -0.8619 2.9842 1.4059 0.069 0.083 -0.063
H -2.5526 3.3430 1.7283 -0.123 0.100 0.035
C 1.2297 -2.8603 -2.4139 -0.235 -0.032 0.062
C -0.1550 -3.2056 -1.9581 0.653 -0.765 -0.376
C -0.8402 -4.3837 -2.0479 0.288 0.505 0.047
C -2.1359 -4.1456 -1.5122 0.060 0.701 0.173
C -2.1734 -2.8318 -1.1286 -0.867 -0.638 0.077
C -3.3357 -2.0774 -0.5701 0.177 -0.011 -0.032
N -0.9538 -2.2299 -1.3775 -1.138 -1.080 -0.050
H 1.7070 -3.7567 -2.8067 0.076 0.074 -0.012
H 1.8423 -2.4792 -1.5784 -0.026 -0.083 -0.283
H 1.1808 -2.1180 -3.2324 0.239 -0.180 0.187
H -0.4759 -5.3066 -2.4506 0.179 -0.208 -0.103
H -2.9391 -4.8501 -1.4237 -0.173 -0.156 0.027
H -3.8025 -2.6488 0.2305 -0.045 0.143 0.075
H -4.1021 -1.9210 -1.3312 -0.040 0.115 0.056
H -3.0043 -1.1021 -0.1952 -0.236 -0.219 0.035